Here is a structure of composition C46H60BCl2N8RuS in a non-equilibrium geometry from the Open Molecules 2025 dataset. Energies are from ωB97M-V/def2-TZVPD.

Atoms and positions in Å:
C 0.76 -2.91 -1.93
C -1.18 2.48 0.61
N 1.62 -0.81 0.21
H -1.87 -3.65 -2.25
C 0.00 -3.19 -4.52
C -1.85 2.66 1.82
H 5.53 -0.58 -1.21
H -5.02 -3.50 -0.40
C -1.61 4.80 -0.20
H 3.92 -0.31 4.13
C -5.11 1.47 -1.95
C -3.07 1.32 -3.13
C 3.13 2.74 -2.27
B 0.19 -0.43 2.24
H -1.11 2.92 4.94
H 2.77 -1.49 -2.13
C 1.12 -4.06 -2.61
H -2.70 3.39 4.33
C 0.13 3.38 -1.30
H 1.69 -4.83 -2.11
C -1.56 1.55 2.60
C -0.48 -3.29 -5.87
C -2.69 -3.10 -1.78
S -3.02 0.38 -0.54
H -3.21 1.05 3.77
H 4.60 0.43 0.77
H 1.54 2.79 2.27
C -1.79 -3.00 0.64
H -0.50 -4.10 5.76
H -1.73 -4.40 4.52
H 1.95 -2.30 3.61
C 3.51 -1.37 -1.35
H -1.48 -2.76 5.15
H 3.13 -3.30 -0.41
C -1.58 0.15 4.78
H -2.59 4.83 0.28
C -1.20 3.38 -0.58
N -0.87 -3.38 -6.95
H -0.87 5.24 0.48
H 1.35 0.31 -3.94
H -1.97 2.99 -1.26
H 3.21 2.24 -1.32
C 2.89 -0.64 -0.18
C 3.57 0.11 0.78
C -2.85 -3.50 -0.31
H 0.89 3.91 -0.71
C 0.75 -4.20 -3.93
C -2.14 2.58 4.80
C 2.90 1.25 2.99
C 4.70 -0.60 -1.92
H 3.99 5.63 -3.82
C -4.98 2.22 -4.23
C -5.71 2.03 -3.07
Ru -0.45 -0.27 -0.91
H 4.74 -2.65 -0.11
H 0.49 2.37 -1.46
C 3.96 -2.75 -0.87
C -0.29 -2.05 -3.77
C -3.64 1.87 -4.26
C 0.09 -3.43 3.79
C 3.68 3.99 -2.46
C 2.64 0.37 1.78
H 1.82 2.27 -5.38
H -1.72 -4.75 2.01
C -3.75 1.08 -1.94
H 3.83 1.76 2.75
H 0.99 -2.78 -0.88
H 0.87 -1.74 4.90
H 2.78 4.53 -5.69
C -4.23 -3.07 0.22
H -1.56 -0.78 4.20
C -1.41 -3.74 1.77
H -2.51 -2.03 -1.86
H 4.37 -3.35 -1.69
H -6.75 2.31 -3.01
N -0.46 -1.77 1.85
H -4.32 -1.98 0.19
H 2.19 3.07 3.90
H 2.23 -0.06 4.59
H -1.66 5.42 -1.10
C 1.82 2.31 3.21
H -3.61 -3.33 -2.33
H -4.37 -3.40 1.25
H 1.86 0.36 -2.16
H 4.21 4.47 -1.65
H -2.21 -0.01 5.66
H -2.81 -4.59 -0.26
Cl -1.37 0.91 -3.19
H 0.46 -0.42 3.39
Cl -6.06 1.26 -0.52
H -5.45 2.64 -5.11
N -0.52 1.31 0.66
H 4.43 0.43 -2.17
H -2.58 2.40 5.78
C 1.83 0.84 -3.12
H -0.57 0.37 5.12
H -3.04 2.02 -5.15
C 2.43 2.09 -3.32
H 0.92 1.87 3.64
H -2.48 3.49 2.08
H -0.85 -1.24 -4.22
N 0.10 -1.90 -2.51
C -0.97 -3.69 4.87
C 2.34 2.76 -4.56
H 0.05 3.86 -2.28
N 1.49 -0.22 1.42
H 1.01 -5.08 -4.51
H 1.77 -3.25 5.10
N -1.19 -1.81 0.69
C 2.88 4.02 -4.74
C 1.24 -2.62 4.38
H 5.06 -1.09 -2.83
H 0.50 -4.41 3.51
C 3.56 4.64 -3.69
H 3.46 1.12 5.07
C 3.14 0.45 4.27
N -0.75 0.76 1.88
C -0.57 -2.94 2.51
C -2.16 1.30 3.96

Results
- total charge = 0
- energy (eV) = -99736.6091
- largest force on an atom (eV/A) = 2.950
- E_HOMO (spin up / spin down) (eV) = -7.00 / -6.99
- multiplicity = 2
- orbital gap (spin up / spin down) (eV) = 6.650 / 6.264
- expectation value of S² = 0.928

Mulliken atomic charge list, values in e, 4 entries:
1 C -0.629
2 C -0.597
3 N 0.914
4 H 0.034

---

Here is a structure of composition C46H60F5N5OSbSeTeV in a non-equilibrium geometry from the Open Molecules 2025 dataset. Energies are from ωB97M-V/def2-TZVPD.

Atoms and positions in Å:
H -6.17 -0.04 0.96
C 0.82 -2.93 4.91
C 2.91 -1.55 -0.51
C -4.38 -1.20 -3.20
N 2.70 -3.68 -2.35
N -1.28 0.23 -1.11
C -6.05 -0.88 1.65
H -6.32 -5.60 0.00
H -4.06 -4.71 0.67
H -0.74 0.79 1.82
C 2.25 5.02 0.24
C 3.90 1.06 1.50
H 1.20 -3.55 -0.89
Te 1.29 2.01 -0.57
H 6.37 1.34 0.63
C 1.51 -3.05 -1.80
C -1.77 2.86 -2.30
H -1.27 4.64 -3.39
C 3.40 2.01 -0.85
V 0.14 -0.53 -0.51
H 8.07 1.17 -1.58
C 2.22 -0.93 -2.75
H 3.29 4.76 0.06
H 2.44 0.11 -2.52
H 4.67 -4.06 -1.75
H -6.21 -0.49 2.67
C 0.82 -3.42 2.58
H -6.62 -4.15 -0.95
H -3.53 5.23 0.20
N 3.40 -1.56 -3.28
F -1.86 -1.16 3.33
O -3.49 0.32 -0.53
N 4.09 -2.18 -1.04
H 1.95 4.45 5.81
H 3.51 3.14 -4.10
C -3.08 3.19 -0.30
H -4.97 -1.18 -4.13
H -2.38 6.15 -1.79
H -4.55 -2.15 3.63
H 2.59 -2.05 0.41
H 4.00 -3.45 -3.97
C -6.08 -4.54 -0.08
H 4.54 0.21 1.77
H -6.93 -0.43 -2.66
H -4.49 -4.75 -2.37
C -2.45 0.87 -0.93
H 1.46 5.97 5.05
H 3.48 -4.10 -0.44
H 0.69 -3.10 -2.52
H 4.02 1.82 2.27
Se -1.06 -2.46 0.60
C 0.17 0.86 2.41
C -6.37 -0.64 -1.74
H 3.12 -0.50 -0.31
C -4.65 -1.49 1.58
H -5.73 -2.61 -2.32
H -3.60 2.77 0.55
H 2.31 -3.03 -4.30
H -3.52 -1.85 -3.36
C -4.45 -2.58 2.63
H 2.05 5.88 2.74
F -0.81 -1.47 5.76
H -7.08 -0.99 -0.99
C 6.16 2.11 -1.35
H -6.83 -1.61 1.45
C -5.27 -1.65 -2.05
C 0.72 2.93 3.67
N 1.75 -1.60 -1.48
H 2.20 6.09 0.44
H 2.87 0.74 1.53
H 0.24 4.83 5.63
C 1.69 4.86 2.67
H -4.21 -6.16 -1.36
C 1.21 4.23 3.80
C 5.24 2.51 -2.32
C 1.22 2.93 1.33
C -0.28 -2.12 4.73
H 4.69 -0.44 -2.05
H -3.91 -0.71 1.73
C 3.78 -3.58 -1.36
C -1.76 4.23 -2.52
H -6.48 -4.04 0.81
H 1.40 -0.98 -3.47
C -3.04 4.56 -0.51
Sb -4.07 -2.24 -0.34
C -4.02 -5.09 -1.45
C 3.11 -2.97 -3.56
C 1.70 4.25 1.42
H -3.47 -3.05 2.57
F 1.35 -3.08 6.12
H 7.85 2.59 -2.60
H -2.94 -4.96 -1.56
C 5.67 1.66 -0.13
C 1.21 4.91 5.14
C 4.47 -1.49 -2.28
F 2.44 -4.36 4.00
H 2.16 2.23 -3.43
H -1.27 2.19 -2.99
H -0.08 0.52 3.42
H 8.14 2.77 -0.86
C -2.39 5.08 -1.62
H 5.60 2.86 -3.28
H -4.01 -0.19 -3.03
C 2.94 2.95 -3.18
C -0.82 -1.97 3.46
H 0.33 2.42 4.55
H 0.90 0.15 2.01
H 1.69 4.83 -0.67
H -5.93 0.31 -1.40
C 4.31 1.59 0.14
C -0.29 -2.62 2.36
C -4.56 -4.35 -0.23
C 1.38 -3.59 3.83
H 5.37 -1.96 -2.68
C 3.87 2.47 -2.09
C 7.64 2.17 -1.62
F 1.41 -4.06 1.55
H -5.21 -3.37 2.54
H 2.44 3.88 -2.90
C 0.72 2.26 2.45
C -2.43 2.34 -1.19

Results
- total charge = +1
- energy (eV) = -176617.4952
- largest force on an atom (eV/A) = 2.576
- E_HOMO (spin up / spin down) (eV) = -8.48 / -8.26
- multiplicity = 2
- orbital gap (spin up / spin down) (eV) = 4.486 / 4.228
- expectation value of S² = 0.928

Mulliken atomic charge list, values in e, 4 entries:
1 H 0.300
2 C 0.695
3 C -0.723
4 C -1.331